A cluster of 2 separate species, H4O2 in total. Source: OMol25; level of theory: ωB97M-V/def2-TZVPD.

```
! RIJCOSX wB97M-V def2-TZVPD def2/J DEFGRID3
* xyz 0 1
H -24.6292 -17.2985 27.0755
H -25.1869 -16.5309 28.2816
H -22.7883 -14.5550 25.9857
O -24.3642 -16.8426 27.8842
O -22.3278 -15.0238 26.6894
H -23.0315 -15.3937 27.2502
*
```

Calculated values
Energy relative to the best compared isomer or geometry (same formula, charge and spin): 4.3 kJ/mol
Orbital gap: 11.64 eV
Lowest unoccupied orbital energy: 0.6 eV
Molecular weight: 36.0 g/mol
F_max: 0.31 eV/Å
E_HOMO: -11.00 eV

Results of the Mulliken charge analysis, in e, for atoms 1 through 2: 0.34, 0.33

A structure of composition C31H49ClP2Pt. Source: OMol25; level of theory: ωB97M-V/def2-TZVPD.

```
! RIJCOSX wB97M-V def2-TZVPD def2/J DEFGRID3
* xyz 2 5
C 0.7918 0.1041 3.3692
H -0.1600 1.5743 4.6106
P 0.9622 1.0916 -1.1367
C -0.8430 -3.7774 -2.0205
H -3.9369 -1.4799 -0.1686
C 0.1165 -1.8058 2.2636
H 1.4992 1.9886 4.1280
H 1.7998 4.8669 -0.4821
H -2.9840 0.4075 1.9764
H -0.0784 -3.7989 3.0228
H -0.1917 -3.6647 1.2594
H 1.8485 -4.6727 -0.1628
H -1.5562 -3.1735 2.2752
H 2.8486 1.5287 -2.5781
H 1.3981 5.5132 -2.0711
C 0.1314 -5.8891 -0.4997
H 2.4029 -0.1870 -2.6167
Pt 0.4766 -0.6403 0.2091
H 2.0882 -2.4190 -0.9271
C -2.5050 0.9055 1.1222
C -1.1240 3.6643 -0.6322
C 3.2835 0.1716 2.7176
H -1.6950 -6.9115 -1.0379
H 1.0118 -1.7599 -2.1887
H -2.7483 0.6145 -1.9795
H -1.9667 -0.9562 -2.2749
H 0.5479 -6.7280 0.0549
C -0.4588 -3.1655 2.1981
H -2.5082 4.3259 -3.2752
C -0.4701 3.6872 -3.6296
H 3.7180 -0.2244 3.6471
C 1.2215 2.1212 0.3794
H -2.2588 -1.4947 3.5945
H -0.8292 1.6640 -2.4057
C 1.3907 3.3800 -1.9408
C -0.3546 4.9201 -0.9310
H -1.2125 3.3779 0.4220
H -3.0358 -2.0846 1.2438
C 2.5079 -2.5425 1.5953
H 3.3014 0.4575 -1.2233
H -0.8559 5.4266 -1.7642
C -1.8987 3.4338 -3.0270
H -0.5423 3.4070 -4.6891
H -0.3786 5.6143 -0.0672
H -0.1923 0.1921 -3.1553
C -0.5328 0.6381 -2.2053
H 3.3282 -2.1818 0.9613
H 2.4055 3.0341 -1.6817
H -2.5387 -5.0164 -2.4323
P -1.8661 -0.3773 0.0369
C -1.5902 -4.9370 -1.9004
C -1.8585 0.0060 -1.7390
C 0.6872 2.9424 -3.0358
H 3.3816 1.2620 2.7448
C -2.9496 -1.7905 0.1950
H -1.2301 -1.4450 5.0173
C 1.0419 -2.2404 -1.2043
H -1.8648 0.0566 4.3479
H -0.2581 4.7624 -3.5837
H -2.5900 -2.6327 -0.4047
H -2.8079 2.5087 -1.2236
H 2.0437 -3.4102 1.1284
H 0.9169 1.6502 1.3365
H -1.6972 1.5362 1.5144
C 0.8466 -4.6986 -0.5891
H -2.3808 2.6048 -3.5734
C 2.5176 0.6836 -1.9618
C 1.1354 4.7228 -1.3476
C -1.1237 -6.0013 -1.1201
H 2.2900 2.3686 0.4602
Cl -1.2388 -2.7122 -3.3154
C -1.9373 3.0963 -1.5452
H -3.2357 1.5237 0.5866
C -0.2702 -0.8239 3.2123
C 0.8330 1.1572 4.4103
H 3.9024 -0.2047 1.8970
H 0.6332 3.0436 0.2915
H 1.0731 2.1254 -3.6704
C 1.8764 -0.2661 2.5820
H 2.9247 -2.8484 2.5626
C 1.5047 -1.4784 1.8308
H 1.2110 0.7581 5.3655
C -1.4614 -0.9250 4.0775
C 0.3172 -3.5536 -1.2287
*
```

Calculated values
Energy relative to the best compared isomer or geometry (same formula, charge and spin): 0.0 kJ/mol
Orbital gap (spin up / spin down): 6.45 / 5.16 eV
Lowest unoccupied orbital energy (spin up / spin down): -5.0 / -8.3 eV
Molecular weight: 714.2 g/mol
F_max: 2.86 eV/Å
E_HOMO (spin up / spin down): -11.44 / -13.43 eV
⟨S²⟩: 6.025

Results of the Mulliken charge analysis, in e, for atoms 1 through 2: 1.88, 0.41

A structure of composition C23H17FN3S3W. Source: OMol25; level of theory: ωB97M-V/def2-TZVPD.

```
! RIJCOSX wB97M-V def2-TZVPD def2/J DEFGRID3
* xyz 1 1
H -0.5340 1.7227 -4.1012
C 2.0369 4.5701 -2.2866
H 5.5694 -3.1423 2.9557
C -0.8607 0.6784 2.2055
H -0.6979 0.2991 3.2087
C 1.7405 2.9981 -0.4552
F -5.4756 -0.8432 -0.5457
C 2.2959 -3.8706 2.4906
W 0.0400 -0.3181 0.5928
S 2.2863 -0.1906 0.8284
H 2.9489 4.7487 -0.3527
C -4.4078 -0.4441 0.1573
C 0.6617 2.6913 -2.6060
C 4.1480 -1.8425 2.0233
H -2.2525 -0.5463 -4.2021
H -4.4990 -2.1536 1.4418
C -1.2365 -0.3830 -2.2592
C -2.8395 -0.8530 1.8985
C 1.9038 -2.6906 1.8713
H 1.0165 4.1790 -4.1424
H -2.4610 -1.4686 2.7046
S -2.7188 -2.3761 -2.6395
C -3.7966 0.7453 -0.1818
C 1.2147 3.8524 -3.1310
C 2.8226 -1.6818 1.6389
C -2.6755 1.1330 0.5388
H 1.9472 2.6689 0.5538
C -0.4328 0.8196 -2.2067
H -0.6144 1.7421 2.1348
C -2.0328 -0.9192 -3.2156
N -1.1634 -1.1180 -1.0907
H 1.5729 -4.6581 2.6620
N 0.2019 1.0851 -1.0784
C 2.2951 4.1503 -0.9719
H -1.9552 -2.9220 -0.3710
C 0.9139 2.2639 -1.3012
H -2.1896 2.0737 0.3053
C -3.9640 -1.2450 1.2009
C -1.8993 -2.1962 -1.1684
H 4.8629 -1.0521 1.8320
C 3.6156 -4.0265 2.8838
N -0.1957 1.7413 -3.1537
H 3.9261 -4.9413 3.3701
H -4.2051 1.3525 -0.9779
H 2.4958 5.4815 -2.6441
C 4.5398 -3.0145 2.6500
S 0.2213 -2.4425 1.3530
C -2.1701 0.3431 1.5810
*
```

Calculated values
Energy relative to the best compared isomer or geometry (same formula, charge and spin): 0.0 kJ/mol
Orbital gap (spin up / spin down): 6.66 / 6.66 eV
Lowest unoccupied orbital energy (spin up / spin down): -3.7 / -3.7 eV
Molecular weight: 634.4 g/mol
F_max: 0.12 eV/Å
E_HOMO (spin up / spin down): -10.31 / -10.31 eV

Results of the Mulliken charge analysis, in e, for atoms 1 through 2: 0.23, -0.44

A cluster of 7 separate species, C12H22NO8PS2 in total. Source: OMol25; level of theory: ωB97M-V/def2-TZVPD.

```
! RIJCOSX wB97M-V def2-TZVPD def2/J DEFGRID3
* xyz 0 1
H 5.0849 -2.2892 1.2488
H -5.6357 -3.0306 1.3271
C 0.7682 0.4265 -0.1647
C -0.4644 0.9927 0.0119
C -3.2888 1.2045 0.7046
H -2.2235 4.9186 -2.8362
C -4.1194 0.3386 -1.3897
H -7.0028 -3.0386 0.6653
H 6.0762 -2.9156 2.2199
O -6.4203 -2.4875 1.1987
C -0.1868 0.8880 2.3602
O -1.6366 5.0216 -2.0807
S 3.8462 -0.4237 -1.1510
H 6.5506 -0.2990 -1.3375
H -2.2361 2.8176 1.1372
O 7.4180 -0.1572 -1.7397
H 6.5696 -0.5403 -3.7922
C -0.9745 1.2476 1.2859
C -3.1318 0.9465 -0.6478
H 7.6225 0.7609 -1.5367
C 1.0407 0.3007 2.1874
H -0.5982 1.0776 3.3515
O 6.3771 -0.5777 -4.7382
C 1.5605 0.0677 0.9146
H -1.9890 -1.0844 -0.9603
C -5.4449 0.2092 0.6008
H -6.3349 -0.0793 1.1509
H -4.5582 1.0586 2.4022
H -3.9889 0.1359 -2.4502
C -4.4558 0.8378 1.3426
H 1.6522 -0.0039 3.0391
H 2.1904 -2.5976 0.9512
O 3.0890 -2.2519 1.0454
H 3.8048 -0.1704 2.5790
H -6.1110 -0.5051 -1.2667
O 4.2093 -0.0342 1.7035
P 3.1885 -0.6848 0.6329
S -1.5453 1.4301 -1.3414
H -1.2985 4.1331 -1.9206
C -5.2880 -0.0191 -0.7462
H -1.8901 -2.2388 0.0259
H 1.1722 0.2261 -1.1585
N -2.2521 1.8559 1.4879
H 7.1752 -0.9505 -5.1235
O -2.0965 -2.0438 -0.8937
O 6.0308 -2.3618 1.4345
*
```

Calculated values
Energy relative to the best compared isomer or geometry (same formula, charge and spin): 24.9 kJ/mol
Orbital gap: 8.95 eV
Lowest unoccupied orbital energy: -0.2 eV
Molecular weight: 403.4 g/mol
F_max: 1.80 eV/Å
E_HOMO: -9.12 eV

Results of the Mulliken charge analysis, in e, for atoms 1 through 2: 0.38, 0.30

A cluster of 2 separate species, C3H8NO in total. Source: OMol25; level of theory: ωB97M-V/def2-TZVPD.

```
! RIJCOSX wB97M-V def2-TZVPD def2/J DEFGRID3
* xyz 1 1
C -1.5018 1.5618 0.0328
N 1.1255 -1.6102 -0.7317
H 0.8076 -2.9700 -2.2278
H -1.8612 2.4127 -0.5291
H 1.2426 -2.2701 0.0355
H 1.1131 -0.6451 -0.3979
H -1.9991 0.6213 -0.1749
O -0.1723 0.5019 1.6571
H 0.6586 -1.2073 -2.6928
H 0.7243 0.6277 1.9803
H 0.0860 2.4846 1.1330
C 0.8735 -1.9415 -1.9207
C -0.5395 1.6236 0.9312
*
```

Calculated values
Energy relative to the best compared isomer or geometry (same formula, charge and spin): 147.6 kJ/mol
Orbital gap: 6.92 eV
Lowest unoccupied orbital energy: -5.8 eV
Molecular weight: 74.1 g/mol
F_max: 1.13 eV/Å
E_HOMO: -12.70 eV

Results of the Mulliken charge analysis, in e, for atoms 1 through 2: -0.64, -0.07

A structure of composition C27H16N2O7PtS3. Source: OMol25; level of theory: ωB97M-V/def2-TZVPD.

```
! RIJCOSX wB97M-V def2-TZVPD def2/J DEFGRID3
* xyz -2 3
C 1.8424 0.4840 2.1870
C -5.0576 -3.8886 -0.2251
C 3.1446 4.5901 -0.2517
C -1.4700 2.8201 0.8187
C 1.4269 3.1746 -0.9029
C 2.4835 -1.1596 -2.0798
H -5.3307 -0.7390 1.0326
H -6.7295 -2.5812 0.1655
C 4.5271 -0.8577 -3.1312
O -0.8650 4.9142 1.8607
C -2.8891 3.6710 -0.8650
H 4.4030 -1.1968 3.6004
S 3.7418 3.0289 0.1509
C 0.5827 -4.0574 -0.0494
C 1.8984 4.5172 -0.7878
C 3.6893 -0.6944 2.9631
H 0.9312 1.0682 2.2648
C 2.8831 -0.0152 -1.4606
O -2.5866 6.0012 -0.2646
H 5.3865 -0.9765 -3.7763
H 3.7396 5.4659 -0.0333
O -2.2154 1.3064 -0.8311
C 2.0438 0.7351 -0.3947
C -5.6519 -2.6959 0.2183
C -1.4162 -3.1195 0.2920
O 0.7286 0.5068 -0.6910
H 1.5258 -1.6121 -1.8604
C -4.8839 -1.6720 0.7096
C 2.4801 0.2576 1.0059
N -0.4995 -2.2678 0.7304
H -3.2326 -4.9099 -0.5403
C -1.4626 4.2688 1.0111
H -1.2376 -4.9993 -0.6332
O -0.9116 1.9355 1.5473
H -5.6588 -4.7036 -0.6090
H 1.2915 -4.8087 -0.3549
C 3.4246 -1.6505 -3.0298
H 1.3141 5.3829 -1.0723
C -3.4637 -1.7649 0.8285
C 0.7387 -2.8407 0.5219
H 0.4518 2.8836 -1.2733
C 2.5297 -0.0706 3.3076
O -2.8187 -0.8200 1.4054
Pt -0.9865 -0.0348 0.4859
C -2.1935 2.4825 -0.3594
H 3.2780 -2.5485 -3.6187
C 2.3134 2.2537 -0.4490
H 1.6507 -2.3311 0.7909
H 2.1684 0.0100 4.3263
C -2.3482 4.8265 -0.0678
C -3.6845 -3.9894 -0.1799
N -0.7845 -4.2254 -0.1895
C -2.8661 -2.9632 0.3136
S 4.4144 0.4931 -2.0819
S 3.9484 -0.6179 1.2679
O -3.7377 3.7343 -1.7423
*
```

Calculated values
Orbital gap (spin up / spin down): 5.24 / 5.17 eV
Lowest unoccupied orbital energy (spin up / spin down): 3.9 / 3.9 eV
Molecular weight: 771.7 g/mol
F_max: 0.47 eV/Å
E_HOMO (spin up / spin down): -1.32 / -1.25 eV
⟨S²⟩: 2.007

Results of the Mulliken charge analysis, in e, for atoms 1 through 2: 0.04, -0.71

A structure of composition C18H21BrN2O2. Source: OMol25; level of theory: ωB97M-V/def2-TZVPD.

```
! RIJCOSX wB97M-V def2-TZVPD def2/J DEFGRID3
* xyz 0 1
C 1.0729 -0.1913 -0.4212
C 1.3395 2.2258 0.1723
C -2.7225 0.4297 -3.6987
H 1.9805 2.1782 -2.3688
C 0.9703 1.6324 1.3821
H 1.5322 3.0818 -0.0731
H -1.0633 -3.3036 -3.9060
C 0.7709 0.4910 1.8123
H 0.6485 -1.6318 0.9495
H -1.4753 1.2356 5.7959
H 0.8401 2.6300 2.2058
C -1.0988 0.4954 4.9862
C -0.3247 1.2596 4.0321
H 0.4721 -2.4057 5.5747
C 0.0464 -1.6497 4.8769
H -0.7407 -1.9307 4.4681
H -1.9037 0.0049 4.5573
H -1.1575 -3.1178 -2.1337
N 0.1381 -0.0530 3.1017
C -0.4736 1.6896 -3.6996
H 1.2047 -1.9446 3.2295
H -0.7231 1.7397 3.3308
C -0.5267 -3.1434 -3.1317
O 0.2246 -1.8772 -3.4092
H 0.5395 1.5699 4.5452
H 1.9019 0.8362 -4.1016
H 1.2175 -1.1122 -1.1023
C 1.0185 -0.9115 3.8527
C -0.5718 -0.6948 -3.4672
C 0.7025 -0.6527 0.9228
C -2.1426 1.5820 -3.7114
N 2.0630 1.1719 -2.1038
O -0.1211 -0.5069 5.7076
H 2.1556 -0.3523 -3.1623
C 1.6495 0.9764 -0.7697
C 1.5913 0.6027 -3.2706
H 1.8287 -0.5574 4.2475
H 0.3097 -3.7798 -3.0489
H -3.9133 0.3666 -3.9328
C 0.2290 0.4976 -3.4517
H -2.6133 -1.9228 -3.4016
Br -2.8992 3.0398 -4.0834
C -1.9211 -0.5347 -3.5466
H -0.0551 2.5368 -3.7550
*
```

Calculated values
Orbital gap: 8.11 eV
Lowest unoccupied orbital energy: 0.5 eV
Molecular weight: 377.3 g/mol
F_max: 16.33 eV/Å
E_HOMO: -7.62 eV

Results of the Mulliken charge analysis, in e, for atoms 1 through 2: -0.09, -1.88

A structure of composition C8H8N5O9OsS4Sb. Source: OMol25; level of theory: ωB97M-V/def2-TZVPD.

```
! RIJCOSX wB97M-V def2-TZVPD def2/J DEFGRID3
* xyz 0 5
N 1.0574 0.0411 1.7895
O -3.3750 -1.6993 -0.8545
H 0.3688 1.5153 -0.7613
C -2.3333 1.1921 2.6249
S -3.3115 -4.4533 -2.6851
S -1.6971 -4.1410 0.6914
C -0.3899 0.1411 1.7775
N -3.2437 -0.4146 -0.5554
C -0.9879 0.9405 2.7418
C -2.4761 -0.1064 0.6299
N 2.1651 1.5890 -1.6571
H 5.2009 -0.7437 -2.3837
O 4.2518 0.8639 -1.4533
Sb -2.0162 -3.1511 -1.4488
Os 0.4857 -0.8897 -1.9253
C -1.1230 -0.5052 0.7578
C -3.0781 0.7175 1.5415
C 5.2071 -0.2283 -1.4275
O 1.6120 -0.0867 0.6940
N -2.9790 2.0529 3.6174
O 2.6430 -0.6216 -1.9346
H -4.1087 1.0131 1.4084
O 1.6566 0.1604 2.8296
H 0.3191 1.8271 -2.3949
O -2.4078 0.3454 -1.6708
S 0.2912 -3.0979 -2.2569
O -4.1662 2.2665 3.4836
H 6.1638 0.2460 -1.2447
S -1.6369 -0.6116 -2.7384
H 2.4829 2.4623 -1.2654
N 0.7882 1.2987 -1.6648
C 3.0115 0.5299 -1.6795
H -0.4061 1.3698 3.5439
O -2.2880 2.4950 4.5143
H 4.9476 -0.9128 -0.6245
O -0.6284 -1.4042 -0.0189
*
```

Calculated values
Energy relative to the best compared isomer or geometry (same formula, charge and spin): 255.6 kJ/mol
Orbital gap (spin up / spin down): 7.12 / 5.83 eV
Lowest unoccupied orbital energy (spin up / spin down): -1.2 / -2.4 eV
Molecular weight: 758.4 g/mol
F_max: 0.59 eV/Å
E_HOMO (spin up / spin down): -8.35 / -8.27 eV
⟨S²⟩: 6.024

Results of the Mulliken charge analysis, in e, for atoms 1 through 2: 0.84, -0.59

A cluster of 2 separate species, C2H4Cl2S in total. Source: OMol25; level of theory: ωB97M-V/def2-TZVPD.

```
! RIJCOSX wB97M-V def2-TZVPD def2/J DEFGRID3
* xyz 0 1
H 2.0478 0.0237 -0.7012
C -1.1817 0.0039 0.0177
S -1.1070 -1.3242 -1.1085
Cl -1.4661 -0.3765 1.6500
H 2.1692 0.1796 1.1833
H -2.2224 -1.9609 -0.8818
Cl -1.9055 1.4913 -0.5039
H 1.7973 1.5237 0.0951
C 1.8684 0.4393 0.2494
*
```

Calculated values
Energy relative to the best compared isomer or geometry (same formula, charge and spin): 399.7 kJ/mol
Orbital gap (spin up / spin down): 8.15 / 8.74 eV
Lowest unoccupied orbital energy (spin up / spin down): -0.9 / 0.0 eV
Molecular weight: 131.0 g/mol
F_max: 4.00 eV/Å
E_HOMO (spin up / spin down): -9.07 / -8.71 eV

Results of the Mulliken charge analysis, in e, for atoms 1 through 2: 0.36, 0.20